{"formula": "C23H59BIInO15P", "method": "the ωB97M-V functional and the def2-TZVPD basis", "homo_ev": -4.63, "total_charge": -1, "e_lumo_ev": 1.895, "gap_ev": 6.52, "symbols": ["C", "C", "In", "I", "B", "O", "O", "C", "P", "O", "O", "O", "H", "H", "H", "H", "H", "H", "H", "H", "H", "C", "O", "C", "C", "O", "C", "H", "H", "H", "H", "H", "H", "H", "H", "H", "H", "C", "O", "C", "C", "O", "C", "H", "H", "H", "H", "H", "H", "H", "H", "H", "H", "C", "O", "C", "C", "O", "C", "H", "H", "H", "H", "H", "H", "H", "H", "H", "H", "C", "O", "C", "C", "O", "C", "H", "H", "H", "H", "H", "H", "H", "H", "H", "H", "C", "O", "C", "C", "O", "C", "H", "H", "H", "H", "H", "H", "H", "H", "H", "H"], "coordinates": [[1.18921, 0.56225, -0.18412], [1.90917, -0.22179, -0.99590], [4.05457, -0.59545, -0.84728], [4.85076, -0.71595, -3.52174], [4.64127, -2.53024, 0.25125], [5.79482, -2.62427, 0.99471], [3.82598, -3.64953, 0.27193], [3.62735, -4.28936, -0.97945], [5.40199, 1.31834, 0.16378], [6.85996, 1.03654, -0.04866], [5.16329, 1.53281, 1.76550], [5.06142, 2.77165, -0.49095], [0.41602, 1.22564, -0.57880], [1.33674, 0.60146, 0.89310], [1.39597, -0.65847, -1.85592], [6.42483, -1.96272, 0.69225], [2.76297, -3.86376, -1.49930], [4.50090, -4.21040, -1.62870], [3.43081, -5.34326, -0.78385], [6.01338, 1.35522, 2.18716], [5.88491, 3.09475, -0.88470], [-2.05124, -1.20412, 5.14999], [-2.97519, -1.50592, 4.12334], [-3.09846, -0.47221, 3.15480], [-2.32208, -0.77931, 1.89411], [-0.92949, -0.79398, 2.12532], [-0.36620, -2.08891, 2.21635], [-1.87616, -2.12151, 5.71042], [-1.10168, -0.84705, 4.74441], [-2.45587, -0.44552, 5.83130], [-2.78016, 0.48633, 3.57554], [-4.16030, -0.39489, 2.90373], [-2.52362, 0.00784, 1.16008], [-2.65565, -1.73297, 1.46991], [-0.31853, -2.56189, 1.23021], [-0.93395, -2.72763, 2.89959], [0.64969, -1.97444, 2.58945], [7.82605, 3.19943, -4.28358], [8.45295, 3.25274, -3.01656], [8.75343, 1.95624, -2.49513], [10.21501, 1.61844, -2.66353], [10.59840, 1.48882, -4.02922], [11.25131, 2.62848, -4.53920], [7.83329, 4.20601, -4.70309], [8.35298, 2.52727, -4.96655], [6.78911, 2.86076, -4.18095], [8.12360, 1.19956, -2.97116], [8.50656, 1.96121, -1.43260], [10.40775, 0.65602, -2.18168], [10.83300, 2.37793, -2.17097], [12.26959, 2.71436, -4.13822], [10.70292, 3.54635, -4.30942], [11.31231, 2.51335, -5.62130], [-4.85385, 3.24337, 4.99562], [-5.19013, 2.15700, 4.15359], [-5.87487, 1.11711, 4.83679], [-7.36105, 1.15347, 4.56305], [-7.97590, 2.31492, 5.10102], [-8.22855, 3.31819, 4.13763], [-4.53713, 4.06486, 4.35491], [-5.70761, 3.56604, 5.59708], [-4.02541, 2.97953, 5.66265], [-5.68576, 1.17209, 5.91396], [-5.47860, 0.16518, 4.47265], [-7.82047, 0.28763, 5.04412], [-7.54788, 1.08285, 3.48697], [-9.06214, 3.03434, 3.48515], [-7.34784, 3.51803, 3.52211], [-8.49932, 4.22498, 4.67670], [3.67142, 1.94389, -9.77791], [2.35179, 1.73902, -9.31592], [2.12550, 0.43069, -8.81385], [2.17780, 0.37729, -7.30219], [3.47069, 0.65792, -6.81149], [3.61324, 1.97015, -6.30158], [3.79573, 3.01360, -9.94130], [4.41076, 1.60604, -9.04780], [3.84077, 1.42019, -10.72656], [2.85776, -0.26977, -9.23002], [1.13008, 0.12179, -9.14870], [1.91775, -0.63649, -6.97988], [1.44086, 1.06600, -6.87492], [3.09401, 2.06765, -5.34278], [3.22787, 2.71710, -7.00269], [4.67401, 2.14789, -6.13348], [-11.13539, -4.51537, 4.64895], [-9.88255, -5.12978, 4.42255], [-9.24541, -4.70210, 3.23012], [-8.16208, -3.68113, 3.49937], [-8.69383, -2.46859, 4.00734], [-8.55143, -2.32860, 5.40746], [-11.43193, -4.75112, 5.66984], [-11.07980, -3.42983, 4.53435], [-11.89428, -4.90757, 3.96236], [-9.97935, -4.28866, 2.53021], [-8.79178, -5.58281, 2.76598], [-7.65472, -3.44893, 2.55850], [-7.42038, -4.09473, 4.19021], [-7.50637, -2.12388, 5.66697], [-8.88482, -3.22104, 5.94318], [-9.16507, -1.48264, 5.71400]]}